# 1
Formula: C35H40N4O3S2V
Source: the OMol25 dataset
Level of theory: wB97M-V/def2-TZVPD

Computed properties:
HOMO energy (alpha / beta), Ha: -0.4948 / -0.4954
HOMO-LUMO gap (alpha / beta), eV: 6.35 / 7.02
E_tot, eV: -96393.852
Spin multiplicity: 2
Energy relative to the best compared isomer or geometry (same formula, charge and spin), eV: 0.080
Total charge: +2

XYZ file:
```
85
C35H40N4O3S2V, DFT wB97M-V/def2-TZVPD
V 1.218 1.590 -0.595
O 2.950 1.365 -0.770
C 4.140 1.744 -0.246
C 5.298 1.084 -0.627
C 6.504 1.477 -0.067
C 6.563 2.511 0.864
C 5.406 3.166 1.234
C 4.175 2.787 0.688
C 2.978 3.495 1.045
N 1.802 3.166 0.632
N 0.778 4.032 0.976
C -0.242 3.779 0.240
O -0.148 2.753 -0.650
C -1.488 4.539 0.306
C -2.569 4.182 -0.499
C -3.754 4.893 -0.419
C -3.859 5.962 0.460
C -2.780 6.324 1.257
C -1.594 5.617 1.186
H 5.245 0.296 -1.366
H 7.414 0.976 -0.369
H 7.513 2.806 1.286
H 5.436 3.980 1.948
H 3.053 4.381 1.670
H -2.469 3.365 -1.196
H -4.594 4.624 -1.046
H -4.784 6.520 0.520
H -2.864 7.163 1.933
H -0.748 5.891 1.800
C -4.715 -1.018 -1.244
C -4.652 0.500 -1.391
C -3.666 1.006 -2.446
C -2.187 0.845 -2.098
N -1.729 -0.528 -2.324
C -0.477 -0.915 -2.533
S 0.866 0.192 -2.513
N -0.254 -2.186 -2.839
C 1.027 -2.858 -3.087
C 1.410 -3.798 -1.948
C 0.319 -4.792 -1.549
C -0.180 -5.658 -2.700
H -5.497 -1.312 -0.545
H -3.775 -1.433 -0.875
H -4.946 -1.498 -2.199
H -4.405 0.962 -0.430
H -5.648 0.859 -1.653
H -3.838 2.072 -2.602
H -3.865 0.537 -3.415
H -2.021 1.109 -1.052
H -1.575 1.508 -2.708
H -2.456 -1.217 -2.460
H -1.067 -2.779 -2.942
H 1.786 -2.095 -3.234
H 0.920 -3.400 -4.026
H 1.704 -3.205 -1.077
H 2.301 -4.344 -2.270
H -0.521 -4.258 -1.088
H 0.719 -5.435 -0.763
H -0.671 -5.076 -3.486
H -0.902 -6.395 -2.350
H 0.645 -6.198 -3.168
O 0.776 0.450 0.807
S 0.131 -0.989 0.807
C 1.471 -2.007 1.388
C 2.753 -1.730 0.928
C 3.783 -2.587 1.284
C 3.522 -3.709 2.059
C 2.231 -3.982 2.488
C 1.189 -3.130 2.154
C -0.942 -0.944 2.196
C -2.243 -1.391 2.010
C -3.111 -1.381 3.093
C -2.672 -0.911 4.321
C -1.367 -0.455 4.488
C -0.484 -0.475 3.426
H 2.949 -0.866 0.312
H 4.792 -2.378 0.954
H 4.330 -4.373 2.333
H 2.032 -4.856 3.093
H 0.183 -3.334 2.499
H -2.570 -1.750 1.043
H -4.126 -1.736 2.976
H -3.353 -0.899 5.162
H -1.039 -0.091 5.453
H 0.537 -0.135 3.542
```

Charges in e, computed with Löwdin, in the same order as the atoms: number 1, V, carries 0.92; number 2, O, carries -0.23; number 3, C, carries -0.26; number 4, C, carries 0.01; number 5, C, carries -0.03; number 6, C, carries -0.04; number 7, C, carries 0.00; number 8, C, carries -0.13; number 9, C, carries 0.02; number 10, N, carries -0.05; number 11, N, carries 0.13; number 12, C, carries -0.32; number 13, O, carries -0.19; number 14, C, carries -0.15; number 15, C, carries -0.01; number 16, C, carries -0.05; number 17, C, carries -0.05; number 18, C, carries -0.05; number 19, C, carries -0.01; number 20, H, carries 0.13; number 21, H, carries 0.12; number 22, H, carries 0.12; number 23, H, carries 0.13; number 24, H, carries 0.16; number 25, H, carries 0.08; number 26, H, carries 0.11; number 27, H, carries 0.12; number 28, H, carries 0.12; number 29, H, carries 0.12; number 30, C, carries -0.10; number 31, C, carries -0.24; number 32, C, carries -0.18; number 33, C, carries -0.20; number 34, N, carries 0.04; number 35, C, carries -0.69; number 36, S, carries 0.81; number 37, N, carries 0.04; number 38, C, carries -0.18; number 39, C, carries -0.18; number 40, C, carries -0.26; number 41, C, carries -0.09; number 42, H, carries 0.08; number 43, H, carries 0.04; number 44, H, carries 0.09; number 45, H, carries 0.11; number 46, H, carries 0.12; number 47, H, carries 0.11; number 48, H, carries 0.13; number 49, H, carries 0.10; number 50, H, carries 0.11; number 51, H, carries 0.13; number 52, H, carries 0.15; number 53, H, carries 0.08; number 54, H, carries 0.13; number 55, H, carries 0.08; number 56, H, carries 0.13; number 57, H, carries 0.10; number 58, H, carries 0.11; number 59, H, carries 0.06; number 60, H, carries 0.08; number 61, H, carries 0.09; number 62, O, carries -0.56; number 63, S, carries 1.14; number 64, C, carries -0.38; number 65, C, carries -0.07; number 66, C, carries -0.04; number 67, C, carries -0.04; number 68, C, carries -0.04; number 69, C, carries -0.06; number 70, C, carries -0.41; number 71, C, carries -0.07; number 72, C, carries -0.04; number 73, C, carries -0.03; number 74, C, carries -0.03; number 75, C, carries -0.05; number 76, H, carries 0.09; number 77, H, carries 0.12; number 78, H, carries 0.12; number 79, H, carries 0.12; number 80, H, carries 0.12; number 81, H, carries 0.10; number 82, H, carries 0.12; number 83, H, carries 0.12; number 84, H, carries 0.12; number 85, H, carries 0.13

---

# 2
Formula: C35H40N9ORbS4
Source: the OMol25 dataset
Level of theory: wB97M-V/def2-TZVPD

Computed properties:
HOMO energy, Ha: -0.0253
HOMO-LUMO gap, eV: 4.47
E_tot, eV: -96397.056
Energy relative to the best compared isomer or geometry (same formula, charge and spin), eV: 0.000
Total charge: -2

XYZ file:
```
90
C35H40N9ORbS4, DFT wB97M-V/def2-TZVPD
Rb -0.741 -0.421 -0.177
C 6.216 3.450 0.609
C 5.128 2.417 0.707
C 5.387 1.049 0.578
C 4.391 0.102 0.649
C 3.011 0.418 0.862
N 2.037 -0.493 0.846
C 2.353 -1.774 1.282
C 2.842 -1.940 2.586
C 3.084 -3.173 3.172
C 2.809 -4.338 2.471
C 2.985 -5.696 3.097
C 2.335 -4.208 1.172
C 2.155 -2.973 0.536
N 1.863 -3.025 -0.833
C 2.298 -3.994 -1.707
C 1.838 -3.797 -2.946
C 0.950 -2.605 -2.927
N 1.070 -2.048 -1.529
C 2.789 1.819 1.045
C 3.805 2.759 0.945
N 1.525 2.340 1.490
C 1.377 3.165 2.551
C 0.062 3.560 2.596
C -0.524 2.900 1.501
N 0.362 2.174 0.836
H 7.182 2.972 0.434
H 6.314 4.046 1.523
H 6.052 4.154 -0.213
H 6.405 0.717 0.388
H 4.640 -0.943 0.513
H 3.033 -1.030 3.145
H 3.461 -3.224 4.189
H 3.397 -5.604 4.103
H 3.662 -6.330 2.517
H 2.034 -6.231 3.178
H 2.084 -5.102 0.613
H 2.967 -4.763 -1.352
H 2.093 -4.393 -3.809
H 1.008 -1.870 -3.726
H 3.531 3.803 1.064
H 2.219 3.375 3.188
H -0.412 4.194 3.325
H -1.553 2.898 1.173
N -6.235 -3.053 -0.496
C -5.453 -1.982 -0.075
S -5.516 -0.542 -1.013
N -4.852 -2.193 1.068
N -3.784 -1.382 1.380
C -3.850 -0.921 2.567
C -2.709 -0.248 3.222
C -2.945 0.526 4.360
C -1.875 1.090 5.029
C -0.594 0.866 4.553
C -0.450 0.092 3.409
N -1.473 -0.455 2.759
H -7.058 -2.786 -1.008
H -6.351 -3.761 0.213
H -4.760 -1.058 3.155
H -3.961 0.672 4.704
H -2.041 1.698 5.911
H 0.279 1.279 5.040
H 0.531 -0.119 2.990
C -1.884 3.417 -5.347
C -1.073 2.133 -5.486
S -0.918 1.054 -4.054
C -2.643 0.731 -3.629
C -3.408 1.767 -2.775
S -2.405 2.564 -1.496
C -2.729 4.322 -1.703
C -2.705 4.924 -3.108
S -1.247 4.613 -4.136
H -2.907 3.178 -5.069
H -1.924 3.912 -6.321
H -0.044 2.374 -5.765
H -1.502 1.573 -6.326
H -2.594 -0.223 -3.099
H -3.206 0.555 -4.550
H -4.211 1.234 -2.270
H -3.855 2.540 -3.397
H -1.953 4.790 -1.092
H -3.692 4.595 -1.259
H -2.795 6.008 -3.002
H -3.578 4.607 -3.678
C -0.804 -3.885 -1.477
C -0.309 -2.591 -2.105
O -1.192 -1.650 -2.326
H -0.505 -4.763 -2.055
H -1.891 -3.823 -1.461
H -0.451 -4.018 -0.450
```

Charges in e, computed with Löwdin, in the same order as the atoms: number 1, Rb, carries 0.79; number 2, C, carries -0.09; number 3, C, carries -0.32; number 4, C, carries -0.08; number 5, C, carries -0.02; number 6, C, carries -0.27; number 7, N, carries 0.01; number 8, C, carries -0.26; number 9, C, carries -0.05; number 10, C, carries -0.08; number 11, C, carries -0.31; number 12, C, carries -0.08; number 13, C, carries -0.01; number 14, C, carries -0.13; number 15, N, carries -0.07; number 16, C, carries -0.11; number 17, C, carries -0.06; number 18, C, carries -0.18; number 19, N, carries 0.00; number 20, C, carries -0.12; number 21, C, carries -0.02; number 22, N, carries -0.09; number 23, C, carries -0.10; number 24, C, carries -0.09; number 25, C, carries -0.19; number 26, N, carries 0.05; number 27, H, carries 0.06; number 28, H, carries 0.06; number 29, H, carries 0.07; number 30, H, carries 0.10; number 31, H, carries 0.11; number 32, H, carries 0.11; number 33, H, carries 0.09; number 34, H, carries 0.06; number 35, H, carries 0.07; number 36, H, carries 0.07; number 37, H, carries 0.11; number 38, H, carries 0.11; number 39, H, carries 0.08; number 40, H, carries 0.12; number 41, H, carries 0.11; number 42, H, carries 0.12; number 43, H, carries 0.08; number 44, H, carries 0.07; number 45, N, carries 0.00; number 46, C, carries -0.99; number 47, S, carries 0.44; number 48, N, carries -0.07; number 49, N, carries 0.00; number 50, C, carries -0.14; number 51, C, carries -0.27; number 52, C, carries -0.05; number 53, C, carries -0.09; number 54, C, carries -0.08; number 55, C, carries -0.14; number 56, N, carries 0.08; number 57, H, carries 0.03; number 58, H, carries 0.06; number 59, H, carries 0.10; number 60, H, carries 0.10; number 61, H, carries 0.09; number 62, H, carries 0.10; number 63, H, carries 0.09; number 64, C, carries -0.55; number 65, C, carries -0.58; number 66, S, carries 0.86; number 67, C, carries -0.51; number 68, C, carries -0.51; number 69, S, carries 0.84; number 70, C, carries -0.55; number 71, C, carries -0.56; number 72, S, carries 0.85; number 73, H, carries 0.05; number 74, H, carries 0.06; number 75, H, carries 0.06; number 76, H, carries 0.07; number 77, H, carries 0.04; number 78, H, carries 0.08; number 79, H, carries -0.04; number 80, H, carries 0.05; number 81, H, carries 0.06; number 82, H, carries 0.07; number 83, H, carries 0.06; number 84, H, carries 0.06; number 85, C, carries 0.00; number 86, C, carries -0.69; number 87, O, carries -0.38; number 88, H, carries 0.07; number 89, H, carries 0.08; number 90, H, carries 0.07

---

Among the records above, which one has the lowest total charge?
C35H40N9ORbS4

---

The highest energy relative to the best compared isomer or geometry (same formula, charge and spin) belongs to which entry?
C35H40N4O3S2V

---

Among the records above, which one has the lowest total charge?
C35H40N9ORbS4